Density functional theory data (the ωB97M-V functional and the def2-TZVPD basis) for C20H40CeNO3P3 as an isolated structure in a non-equilibrium geometry.

Lowest unoccupied orbital energy (alpha / beta) in eV: -15.232 / -15.210

ORCA input file:
```
! RIJCOSX wB97M-V def2-TZVPD def2/J DEFGRID3
* xyz 4 1
P 3.246 -0.312 -0.248
C 3.832 -0.526 1.467
H 4.930 -0.526 1.476
H 3.462 -1.475 1.874
H 3.466 0.290 2.102
C 3.809 -1.889 -0.993
H 3.641 -1.893 -2.078
H 3.236 -2.720 -0.558
H 4.878 -2.022 -0.782
C 4.457 0.887 -0.909
H 5.466 0.459 -0.826
H 4.400 1.825 -0.342
H 4.232 1.109 -1.961
P -0.930 3.136 -0.601
C -1.000 4.113 0.933
H -1.463 5.088 0.725
H 0.008 4.265 1.340
H -1.599 3.582 1.684
C 0.040 4.256 -1.672
H 0.025 3.906 -2.715
H 1.084 4.290 -1.335
H -0.399 5.262 -1.620
C -2.612 3.428 -1.260
H -2.747 4.509 -1.411
H -3.364 3.055 -0.554
H -2.751 2.906 -2.216
P -2.622 -1.891 -0.166
C -3.397 -2.140 1.462
H -3.990 -3.064 1.437
H -4.045 -1.293 1.719
H -2.623 -2.230 2.234
C -4.073 -1.997 -1.271
H -4.666 -2.882 -1.005
H -3.747 -2.067 -2.318
H -4.687 -1.092 -1.162
C -1.844 -3.544 -0.392
H -2.628 -4.308 -0.307
H -1.081 -3.707 0.382
H -1.351 -3.634 -1.368
Ce 0.025 -0.076 -1.034
C 1.416 1.861 0.401
O 1.929 2.415 1.284
C -2.161 0.801 0.516
O -2.774 1.128 1.450
C -1.369 -0.138 -2.972
C -0.697 -1.372 -2.887
C 0.711 -1.409 -2.867
C 1.442 -0.206 -2.955
C 0.772 1.026 -3.016
C -0.633 1.053 -3.065
H -2.454 -0.088 -2.959
H -1.254 -2.301 -2.778
H 1.223 -2.359 -2.691
H 2.533 -0.208 -2.930
H 1.350 1.944 -3.052
H -1.160 1.981 -3.237
C 0.143 0.090 3.929
N 0.352 -1.302 3.513
C 0.575 -2.329 4.526
C 0.411 -1.642 2.225
O 0.244 -0.821 1.273
H 0.061 0.067 5.023
H -0.779 0.497 3.501
H 0.988 0.726 3.640
H -0.156 -3.147 4.428
H 1.579 -2.769 4.438
H 0.470 -1.873 5.510
H 0.618 -2.705 2.019
*
```

Mulliken atomic charge list, values in e, 8 entries: number 1, P, carries 0.78; number 2, C, carries -1.17; number 3, H, carries 0.51; number 4, H, carries 0.38; number 5, H, carries 0.33; number 6, C, carries -1.34; number 7, H, carries 0.40; number 8, H, carries 0.35